# C24H66Cl8O11S11

13 unconnected molecules or ions with the total composition C24H66Cl8O11S11 in a non-equilibrium geometry (ωB97M-V/def2-TZVPD, the OMol25 dataset).

Structure (XYZ):
```
120
Properties=species:S:1:pos:R:3:mulliken_charge:R:1
C -0.155 25.074 -8.918 -0.464
S 1.176 23.883 -8.760 0.369
O 1.564 23.878 -7.333 -0.639
C 0.128 22.449 -8.997 0.665
H 0.165 26.044 -8.555 0.406
H -1.002 24.697 -8.341 0.107
H -0.492 25.128 -9.952 0.077
H -0.499 22.627 -9.879 -0.344
H -0.586 22.412 -8.173 -0.686
H 0.767 21.589 -9.137 0.477
C -4.766 23.238 -11.786 -0.790
S -3.835 22.708 -10.363 0.575
O -3.105 23.885 -9.848 -0.059
C -5.260 22.457 -9.346 0.359
H -4.132 23.271 -12.672 0.253
H -5.192 24.224 -11.608 0.174
H -5.556 22.504 -11.959 0.244
H -4.885 22.129 -8.373 -0.372
H -5.816 21.613 -9.755 0.203
H -5.858 23.354 -9.267 -0.299
C -8.397 25.805 -7.953 -0.356
S -9.001 27.456 -8.293 0.478
O -9.466 27.399 -9.704 -0.584
C -10.457 27.340 -7.267 -1.115
H -7.836 25.874 -7.010 0.410
H -7.804 25.471 -8.790 -0.383
H -9.210 25.100 -7.776 0.439
H -10.969 28.295 -7.322 0.380
H -10.074 27.204 -6.253 0.418
H -11.080 26.540 -7.643 0.298
C -6.826 18.645 -8.463 -0.110
S -8.127 17.736 -7.647 0.588
O -9.352 18.112 -8.348 -0.657
C -7.763 16.114 -8.289 -0.958
H -7.087 19.698 -8.381 0.078
H -6.692 18.348 -9.503 -0.218
H -5.860 18.446 -7.982 0.412
H -8.539 15.422 -7.973 0.362
H -6.795 15.741 -7.948 0.337
H -7.803 16.201 -9.377 0.219
C -6.465 21.371 -3.185 -0.928
S -6.622 20.074 -4.392 0.549
O -8.072 19.884 -4.542 -0.636
C -6.006 20.986 -5.798 -0.561
H -6.677 20.951 -2.206 0.366
H -7.266 22.082 -3.399 0.298
H -5.478 21.822 -3.241 0.271
H -5.173 21.606 -5.464 0.292
H -6.797 21.591 -6.239 0.339
H -5.601 20.262 -6.498 0.007
C -9.421 26.431 -12.750 -1.174
S -7.736 26.543 -12.203 1.099
O -6.940 26.045 -13.344 -0.638
C -7.632 28.318 -12.275 -1.084
H -10.063 27.127 -12.208 0.364
H -9.845 25.442 -12.618 0.199
H -9.385 26.720 -13.804 0.424
H -6.587 28.561 -12.114 0.226
H -8.218 28.743 -11.462 0.357
H -7.990 28.637 -13.250 0.399
C -5.347 22.500 -15.849 -0.879
S -5.074 24.250 -16.121 0.751
O -4.472 24.377 -17.445 -0.716
C -6.786 24.681 -16.272 -0.824
H -6.122 22.083 -16.490 0.483
H -5.597 22.331 -14.796 0.039
H -4.387 22.023 -16.055 0.312
H -7.309 24.041 -16.984 0.433
H -6.870 25.706 -16.638 0.353
H -7.241 24.670 -15.277 0.029
C -4.228 17.549 -12.301 -1.009
S -5.805 18.343 -12.200 0.387
O -5.535 19.743 -11.755 -0.456
C -6.050 18.495 -13.962 -0.916
H -3.748 17.630 -11.329 0.317
H -3.614 17.968 -13.092 0.204
H -4.406 16.488 -12.506 0.464
H -7.115 18.471 -14.185 0.332
H -5.605 17.653 -14.507 0.402
H -5.553 19.395 -14.303 0.170
C -10.861 22.125 -11.014 -1.186
S -9.629 23.382 -10.911 0.553
O -8.780 23.098 -9.742 -0.494
C -8.758 22.885 -12.391 -0.815
H -11.656 22.378 -10.315 0.382
H -10.411 21.203 -10.658 0.344
H -11.260 22.078 -12.021 0.388
H -9.438 22.790 -13.238 0.473
H -8.326 21.890 -12.210 0.481
H -7.960 23.589 -12.633 -0.162
C -2.026 26.104 -12.246 -0.483
S -2.446 27.843 -12.323 0.476
O -1.716 28.319 -13.485 -0.676
C -4.097 27.536 -12.947 -0.630
H -2.535 25.631 -11.402 -0.102
H -0.950 26.037 -12.104 0.396
H -2.292 25.677 -13.208 0.298
H -3.971 27.165 -13.971 0.306
H -4.530 28.528 -13.136 0.427
H -4.800 26.925 -12.403 -0.125
C 0.598 20.513 -13.660 -1.180
S -0.566 21.507 -12.763 0.818
O -0.340 22.904 -13.102 -0.643
C -1.987 20.994 -13.681 -0.531
H 0.447 20.593 -14.737 0.342
H 0.560 19.468 -13.352 0.351
H 1.587 20.900 -13.411 0.380
H -2.145 19.920 -13.528 0.232
H -1.884 21.206 -14.746 0.407
H -2.867 21.501 -13.288 -0.116
C -1.569 20.829 -5.660 0.266
Cl -1.197 19.210 -6.285 -0.144
Cl -0.083 21.700 -5.356 -0.070
Cl -2.492 21.701 -6.880 -0.022
Cl -2.458 20.630 -4.164 -0.126
C -4.459 26.754 -8.049 -0.089
Cl -5.320 27.870 -6.951 -0.096
Cl -2.779 27.316 -8.221 -0.088
Cl -4.301 25.165 -7.234 0.011
Cl -5.283 26.711 -9.607 0.106
```

Values from the calculation:
LUMO: -0.217 eV
E: -267838.47313 eV
highest occupied orbital energy: -0.30827 hartree



# C8H13BO

C8H13BO in the gas phase in a non-equilibrium geometry (ωB97M-V/def2-TZVPD, the OMol25 dataset).

Structure (XYZ):
```
23
Properties=species:S:1:pos:R:3:lowdin_spin:R:1
B 1.729 -0.037 0.063 0.045
C -0.847 -2.030 -0.307 0.241
C -0.161 -1.249 -1.103 0.415
C -1.278 -1.590 1.002 0.387
C 0.239 0.097 -0.660 0.074
C -1.289 -0.263 1.259 0.594
C -0.754 0.790 0.289 0.082
C 2.716 1.232 0.171 0.008
C -1.863 1.409 -0.506 0.039
O 2.144 -1.254 0.541 0.014
H -1.130 -3.052 -0.540 0.006
H 0.292 -1.580 -2.058 0.019
H -1.930 -2.147 1.662 0.016
H 0.405 0.622 -1.526 0.006
H -1.960 0.198 2.126 0.019
H -0.192 1.649 0.781 0.018
H 2.447 2.172 0.649 0.000
H 2.797 1.405 -0.897 0.000
H 3.675 0.871 0.709 0.002
H -2.584 1.761 0.293 0.002
H -2.275 0.658 -1.208 0.003
H -1.733 2.233 -1.057 0.004
H 1.552 -1.896 0.317 0.006
```

Values from the calculation:
LUMO (alpha / beta): 0.709 / -1.960 eV
spin multiplicity: 3
E: -11227.14488 eV
<S²>: 2.0083
highest occupied orbital energy (alpha / beta): -0.19418 / -0.36693 hartree



# C43H53BrF5N10O4RbS2Te

A molecular structure, C43H53BrF5N10O4RbS2Te in a non-equilibrium geometry (ωB97M-V/def2-TZVPD, the OMol25 dataset).

Structure (XYZ):
```
120
Properties=species:S:1:pos:R:3:mulliken_charge:R:1
Rb -1.768 -0.149 1.471 1.080
Br -4.088 4.953 6.411 -0.319
C -3.415 3.347 5.616 -0.025
C -4.315 2.360 5.180 -0.409
C -3.844 1.199 4.629 -0.681
C -2.433 0.928 4.479 0.144
O -2.016 -0.146 3.987 -1.100
C -1.552 1.995 4.893 1.199
C -0.119 1.910 4.710 -0.973
N 0.510 0.961 4.132 0.048
C 1.892 0.984 4.082 -0.746
C 2.673 1.123 5.209 -0.111
C 4.081 1.099 5.133 -0.717
C 4.716 0.942 3.935 -0.966
C 3.952 0.786 2.751 1.056
C 4.543 0.629 1.474 -1.446
C 3.749 0.463 0.379 0.195
C 2.344 0.435 0.558 -0.960
N 1.761 0.605 1.717 1.185
C 2.540 0.786 2.814 0.289
C -2.064 3.166 5.468 -0.679
H -5.382 2.526 5.272 0.404
H -4.528 0.435 4.279 0.523
H 0.444 2.778 5.095 0.275
H 2.181 1.230 6.168 0.535
H 4.660 1.208 6.044 0.347
H 5.799 0.934 3.870 0.404
H 5.625 0.644 1.388 0.368
H 4.160 0.342 -0.616 0.008
H 1.703 0.257 -0.301 0.439
H -1.373 3.942 5.780 0.387
C -2.930 2.009 -1.340 -0.190
C -3.698 2.836 -0.282 -1.157
N -3.123 2.711 1.046 0.965
C -2.872 3.932 1.776 -0.053
C -1.707 4.746 1.208 -1.003
S -0.134 3.842 1.203 -0.106
C 0.282 3.684 -0.564 0.290
C -0.837 3.279 -1.516 -1.368
N -1.507 2.064 -1.123 1.064
H -3.241 0.966 -1.277 -0.350
H -3.232 2.379 -2.338 0.271
H -3.682 3.893 -0.571 0.425
H -4.750 2.528 -0.297 0.471
H -3.652 2.074 1.621 -0.235
H -3.752 4.601 1.816 0.322
H -2.636 3.654 2.806 -0.516
H -1.922 5.078 0.192 0.393
H -1.584 5.646 1.814 0.605
H 0.748 4.609 -0.915 0.498
H 1.036 2.898 -0.583 -0.706
H -1.581 4.081 -1.566 0.707
H -0.393 3.208 -2.521 0.293
H -1.000 1.256 -1.469 -0.281
N -1.339 -5.208 0.876 -0.024
C -2.717 -5.165 0.853 -1.026
C -3.047 -3.916 1.286 -0.287
N -1.916 -3.191 1.559 0.154
C -0.912 -3.986 1.313 0.219
C 0.496 -3.640 1.447 -0.430
N 0.984 -2.430 1.478 0.434
C 2.342 -2.578 1.599 0.139
C 2.679 -3.898 1.639 -1.191
N 1.485 -4.581 1.538 0.002
H -0.769 -5.956 0.528 0.233
H -3.312 -6.001 0.529 0.428
H -4.028 -3.489 1.399 0.482
H 2.998 -1.725 1.650 0.228
H 3.623 -4.404 1.733 0.436
H 1.368 -5.573 1.617 0.172
C -3.841 -2.438 -2.861 -0.878
N -2.697 -3.180 -3.371 0.241
C -2.666 -3.234 -4.825 -1.172
C -1.492 -3.015 -2.707 -0.574
S -1.262 -1.891 -1.537 0.351
N -0.506 -3.888 -3.118 0.357
C 0.857 -3.645 -2.701 -0.379
C -0.821 -5.275 -3.372 -1.201
H -4.743 -2.847 -3.323 0.340
H -3.767 -1.370 -3.093 0.320
H -3.908 -2.535 -1.781 0.092
H -2.768 -2.226 -5.245 0.320
H -3.489 -3.850 -5.196 0.309
H -1.724 -3.648 -5.174 0.378
H 1.045 -2.575 -2.689 -0.495
H 1.530 -4.124 -3.416 0.403
H 1.056 -4.046 -1.696 0.222
H -1.896 -5.406 -3.465 0.410
H -0.466 -5.902 -2.542 0.293
H -0.337 -5.629 -4.288 0.269
F -6.134 0.103 -0.787 -0.465
Te -5.482 -0.786 0.740 2.285
F -7.294 -0.731 1.250 -0.379
F -5.271 -1.643 2.399 -0.456
F -5.428 0.861 1.647 -0.458
F -5.999 -2.446 -0.001 -0.463
O -3.792 -0.863 0.210 -0.865
C 7.424 1.852 -3.232 -1.563
C 5.971 1.452 -3.241 0.631
C 5.589 0.131 -3.038 -0.836
C 4.250 -0.248 -3.027 0.720
C 3.876 -1.686 -2.786 -1.270
C 3.256 0.719 -3.205 1.201
C 3.622 2.051 -3.399 0.971
C 2.581 3.130 -3.551 -1.769
C 4.971 2.397 -3.428 -0.744
C 1.771 0.336 -3.123 -0.938
O 1.331 -0.423 -4.007 -0.788
O 1.185 0.848 -2.141 -0.095
H 8.070 0.990 -3.408 0.367
H 7.710 2.288 -2.271 0.257
H 7.634 2.597 -4.002 0.378
H 6.353 -0.627 -2.886 0.269
H 4.763 -2.324 -2.774 0.349
H 3.186 -2.025 -3.557 0.300
H 3.362 -1.796 -1.826 0.197
H 1.648 2.734 -3.948 0.377
H 2.944 3.924 -4.208 0.544
H 2.346 3.571 -2.579 0.162
H 5.245 3.436 -3.596 0.411
```

Values from the calculation:
LUMO: 3.179 eV
net charge: -2
E: -181796.99204 eV
highest occupied orbital energy: -0.08319 hartree



> Which of these has the lowest E?

C24H66Cl8O11S11